(1)
{
  "formula": "C4H8N2O",
  "method": "ωB97M-V/def2-TZVPD",
  "elements": ["O", "N", "N", "C", "C", "C", "C", "H", "H", "H", "H", "H", "H", "H", "H"],
  "xyz": [[2.2507, 0.3837, 0.7616], [-0.6066, 0.7119, 0.5037], [-0.9695, -1.1142, -2.4721], [-1.8365, 0.0319, 0.7966], [1.5246, -0.4704, -0.0963], [-0.4406, -0.5229, -1.6293], [0.2459, 0.2625, -0.5904], [-2.3598, 0.6244, 1.5509], [-1.7144, -1.0005, 1.1539], [1.2424, -1.3341, 0.5190], [0.0069, 0.8810, 1.2909], [0.3854, 1.2740, -0.9758], [-2.4568, 0.0235, -0.1077], [2.1469, -0.8586, -0.9196], [2.5813, 1.1079, 0.2145]],
  "atomic_forces_ev_per_a": [[0.1, 0.2, -0.2], [0.0, -0.1, 0.4], [0.6, 0.6, 0.9], [-0.3, -0.2, 0.1], [-0.3, -0.1, -0.2], [-0.6, -0.4, -0.6], [-0.2, 0.3, 0.2], [-0.1, -0.2, 0.0], [-0.1, 0.0, 0.0], [-0.2, 0.2, -0.2], [-0.3, -0.1, 0.2], [1.4, -0.4, -1.1], [0.1, -0.1, 0.2], [-0.2, 0.3, 0.1], [0.1, 0.0, 0.2]],
  "lowdin_charge": [-0.06, -0.10, 0.16, -0.13, -0.21, -0.18, -0.33, 0.08, 0.08, 0.13, 0.11, 0.15, 0.08, 0.13, 0.10],
  "smiles": "CN[C@H](C#N)CO",
  "lumo_energy_ev": 0.64,
  "max_force_ev_per_a": 1.79,
  "orbital_gap_ha": 0.356,
  "homo_ev": -9.05,
  "de_lowest_ev": 2.3337,
  "total_charge": 0
}

(2)
{
  "formula": "C46H39IN6S2Ti",
  "method": "ωB97M-V/def2-TZVPD",
  "elements": ["I", "Ti", "S", "S", "N", "N", "N", "N", "N", "N", "C", "C", "C", "C", "C", "C", "C", "C", "C", "C", "C", "C", "C", "C", "C", "C", "C", "C", "C", "C", "C", "C", "C", "C", "C", "C", "C", "C", "C", "C", "C", "C", "C", "C", "C", "C", "C", "C", "C", "C", "C", "C", "C", "C", "C", "C", "H", "H", "H", "H", "H", "H", "H", "H", "H", "H", "H", "H", "H", "H", "H", "H", "H", "H", "H", "H", "H", "H", "H", "H", "H", "H", "H", "H", "H", "H", "H", "H", "H", "H", "H", "H", "H", "H", "H"],
  "xyz": [[2.4184, 2.8227, 0.4782], [0.9479, 0.3277, 0.5593], [-4.9269, 0.7285, 2.6626], [4.6043, 1.1193, -3.8367], [2.9196, -0.4422, 1.3517], [1.3189, -1.3765, -0.5895], [-1.5429, -1.8473, -0.4983], [0.7611, 1.1187, -1.6299], [0.8724, -2.4671, 2.4656], [-1.3760, 1.1482, -0.0443], [-2.8653, -1.7272, -0.4340], [-2.6070, 2.5052, -1.6248], [1.8002, 1.0017, -2.4282], [-2.9578, -0.8937, -2.6708], [2.6660, -1.7127, -0.6517], [1.0791, -2.3675, -2.7850], [-0.0840, 0.4074, 2.4727], [-6.6409, 2.6078, 2.5367], [1.8623, 1.5624, -3.7143], [-2.4409, 1.1426, 0.7347], [-1.2882, 2.1013, 3.7931], [-6.3268, 1.4973, 3.2594], [-1.4576, 1.8260, -1.2082], [-0.1429, -2.0247, 3.4038], [-3.5102, -2.1638, 0.8489], [-0.4526, 1.7394, 2.7502], [3.2373, -2.2873, -1.7906], [4.9194, -0.5236, 2.6521], [-0.3593, 2.3990, -3.3296], [0.4019, -3.5109, 1.5736], [-2.6225, 3.1509, -2.9094], [-1.5841, -1.0498, -2.7460], [-0.5775, -0.5642, 3.3529], [3.0417, 0.8686, 3.4471], [2.0815, -2.8954, 3.1427], [-4.7394, 1.8884, 1.4083], [-1.8372, 1.1057, 4.5931], [-3.6312, 1.8413, 0.4439], [5.3481, 0.9826, -5.3654], [3.1341, 1.3480, -5.9075], [-1.4778, -0.2086, 4.3673], [4.7732, -1.8260, 0.6687], [-3.6151, -1.2454, -1.5042], [5.4993, -1.4128, 1.7562], [0.7715, 2.2834, -4.1487], [-0.3138, 1.7889, -2.0720], [-3.7043, 2.5087, -0.7571], [2.4694, -2.6149, -2.8779], [0.5572, -1.7710, -1.6757], [3.6329, -0.0602, 2.4324], [4.4525, 1.1272, -6.3814], [-5.7277, 2.8335, 1.4765], [-1.5509, 3.0980, -3.7258], [-0.9101, -1.5415, -1.6301], [3.4790, -1.3193, 0.4782], [3.0568, 1.3674, -4.5424], [2.9054, -3.0535, -3.7637], [5.4474, -0.1920, 3.5355], [0.1520, -4.4366, 2.1224], [6.4092, 0.8087, -5.4393], [-5.7835, 3.6815, 0.8090], [-0.0835, 2.5313, 2.1040], [3.4139, 1.8798, 3.2806], [-0.4678, -3.1697, 1.0192], [-7.4836, 3.2458, 2.7577], [3.3405, 0.5497, 4.4471], [0.2414, -2.1663, 4.4208], [-3.5199, 3.6777, -3.2095], [1.9600, 0.9016, 3.3915], [4.3045, -2.4530, -1.8202], [-2.8211, -2.0144, 1.6811], [2.6401, 0.4318, -2.0460], [2.4461, -2.1062, 3.8011], [-1.5680, 3.5796, -4.6956], [-4.4326, -1.6182, 1.0418], [6.4976, -1.7952, 1.9274], [-2.3559, 0.5754, 1.6536], [-4.6096, 3.0273, -1.0494], [2.2726, 1.4599, -6.5507], [-2.5264, 1.3547, 5.3909], [-3.7592, -3.2268, 0.8023], [-1.0294, -2.6722, 3.3487], [-1.5290, 3.1435, 3.9662], [1.9202, -3.8027, 3.7503], [-3.5093, -0.4936, -3.5131], [5.1774, -2.5572, -0.0141], [-1.0335, -0.7663, -3.6331], [-4.6883, -1.1382, -1.4108], [0.4100, -2.6689, -3.5793], [-6.8413, 1.0957, 4.1171], [-1.8758, -0.9878, 5.0122], [2.8624, -3.1135, 2.4118], [0.7799, 2.7688, -5.1175], [1.1812, -3.7470, 0.8458], [4.7206, 1.0722, -7.4260]],
  "atomic_forces_ev_per_a": [[-0.1, 0.0, 0.0], [0.0, 0.2, 0.4], [0.0, 0.0, 0.0], [0.0, 0.0, 0.0], [-0.2, 0.1, -0.2], [0.0, 0.0, -0.4], [0.0, 0.0, 0.0], [0.1, -0.1, -0.1], [0.0, 0.0, -0.1], [0.0, 0.1, 0.1], [0.0, 0.0, 0.0], [0.0, 0.0, 0.1], [-0.1, 0.0, 0.0], [0.0, 0.0, 0.0], [0.1, 0.1, 0.3], [-0.1, 0.0, -0.1], [0.0, -0.2, -0.1], [0.0, 0.0, 0.0], [0.0, 0.0, 0.0], [0.0, 0.0, -0.1], [0.0, 0.0, 0.0], [0.0, 0.0, 0.0], [0.0, 0.0, 0.0], [0.0, 0.0, 0.1], [0.0, 0.0, 0.0], [0.0, 0.0, 0.0], [0.0, -0.2, -0.1], [-0.1, 0.0, 0.0], [0.1, 0.0, 0.0], [0.0, -0.1, 0.0], [0.0, 0.0, 0.0], [0.0, -0.1, 0.0], [0.0, 0.0, 0.0], [0.0, 0.0, 0.0], [0.0, 0.1, 0.0], [0.0, 0.0, -0.1], [0.0, 0.0, 0.0], [0.0, 0.0, 0.1], [0.0, 0.0, 0.0], [0.0, 0.0, 0.0], [0.0, 0.0, 0.0], [0.0, 0.0, 0.1], [0.0, 0.0, 0.0], [0.0, 0.0, 0.0], [-0.1, 0.0, 0.0], [0.0, 0.0, 0.1], [0.0, 0.0, -0.1], [0.0, 0.0, 0.1], [0.0, 0.0, 0.2], [0.0, -0.1, 0.0], [0.0, 0.0, 0.0], [0.0, 0.0, 0.0], [0.0, 0.0, 0.0], [0.0, 0.0, 0.0], [-0.1, -0.1, -0.2], [-0.1, 0.0, 0.0], [0.0, 0.0, 0.0], [0.0, 0.0, 0.0], [0.0, 0.0, 0.0], [0.0, 0.0, 0.0], [0.0, 0.0, 0.0], [0.0, 0.0, 0.0], [0.0, 0.0, 0.0], [0.0, 0.0, 0.0], [0.0, 0.0, 0.0], [0.0, 0.0, 0.0], [0.0, -0.1, 0.0], [0.0, 0.0, 0.0], [0.0, 0.0, 0.0], [0.0, 0.0, 0.0], [0.0, 0.0, 0.0], [0.0, 0.0, 0.0], [0.0, 0.0, 0.0], [0.0, 0.0, 0.0], [0.0, 0.0, 0.0], [0.0, 0.0, 0.0], [0.0, 0.0, 0.0], [0.0, 0.0, 0.0], [0.0, 0.0, 0.0], [0.0, 0.0, 0.0], [0.0, 0.0, 0.0], [0.0, 0.0, -0.1], [0.0, 0.0, 0.0], [0.0, 0.0, 0.0], [0.0, 0.0, 0.0], [0.0, 0.0, 0.0], [0.0, 0.0, 0.0], [0.0, 0.0, 0.0], [0.0, 0.0, 0.0], [0.0, 0.0, 0.0], [0.0, 0.0, 0.0], [0.0, 0.0, 0.0], [0.0, 0.0, 0.0], [0.0, 0.0, 0.0], [0.0, 0.0, 0.0]],
  "lowdin_charge": [0.24, 0.74, 1.07, 1.07, 0.04, -0.01, 0.17, -0.01, -0.25, 0.12, -0.33, -0.13, -0.13, -0.05, -0.25, -0.03, -0.22, -0.18, -0.18, -0.08, -0.09, -0.40, -0.15, -0.17, -0.03, -0.20, -0.04, -0.04, -0.12, -0.11, -0.01, -0.03, -0.23, -0.07, -0.10, -0.47, -0.11, -0.17, -0.41, -0.12, -0.07, -0.03, -0.02, -0.06, 0.06, -0.17, 0.05, -0.07, -0.24, -0.35, -0.18, -0.12, -0.01, -0.23, -0.23, -0.48, 0.10, 0.11, 0.09, 0.07, 0.11, 0.03, 0.05, 0.05, 0.10, 0.09, 0.12, 0.12, 0.04, 0.10, 0.07, 0.09, 0.08, 0.12, 0.04, 0.11, 0.09, 0.13, 0.11, 0.10, 0.09, 0.12, 0.10, 0.09, 0.11, 0.10, 0.12, 0.12, 0.11, 0.07, 0.11, 0.08, 0.13, 0.08, 0.10],
  "spin_multiplicity": 3,
  "lumo_energy_ev": [-0.61, -0.68],
  "max_force_ev_per_a": 0.44,
  "orbital_gap_ha": [0.164, 0.257],
  "homo_ev": [-5.08, -7.68],
  "de_lowest_ev": 0.7063,
  "total_charge": 0
}

(3)
{
  "formula": "C4H5NO2S",
  "method": "ωB97M-V/def2-TZVPD",
  "elements": ["S", "O", "O", "N", "C", "C", "C", "C", "H", "H", "H", "H", "H"],
  "xyz": [[-1.0012, -2.0123, -0.1505], [1.6617, -1.8473, -0.3136], [-0.6625, 0.6893, -1.1785], [-1.7868, 0.6227, -0.2784], [0.6597, -1.2289, -0.4104], [-1.9795, -0.5403, 0.1837], [0.5386, 0.2607, -0.6503], [0.9359, 0.9896, 0.6604], [1.9743, 0.5456, 0.8138], [0.2159, 0.6685, 1.4267], [1.2774, 0.4307, -1.4226], [-2.8822, -0.6021, 0.8058], [1.0486, 2.0237, 0.5141]],
  "atomic_forces_ev_per_a": [[-0.1, 0.6, 0.3], [0.4, -0.4, -0.2], [-1.4, 0.1, -0.2], [0.8, -0.1, -0.5], [-1.6, 0.2, 0.4], [0.1, -0.2, -0.3], [0.9, 0.4, 0.9], [1.4, -3.1, -0.6], [-1.3, 0.7, 0.6], [0.5, 0.5, 0.1], [0.2, 0.4, -0.3], [0.5, -0.4, -0.1], [-0.3, 1.3, -0.1]],
  "lowdin_charge": [0.99, 0.08, -0.12, 0.03, -0.63, -0.46, -0.41, 0.00, 0.11, 0.09, 0.16, 0.09, 0.07],
  "smiles": "C[C@@H]1ON=CSC1=O",
  "lumo_energy_ev": 0.55,
  "max_force_ev_per_a": 3.45,
  "orbital_gap_ha": 0.385,
  "homo_ev": -9.93,
  "de_lowest_ev": 3.1545,
  "total_charge": 0
}

(4)
{
  "formula": "C5H11IN",
  "method": "ωB97M-V/def2-TZVPD",
  "elements": ["I", "N", "C", "C", "C", "C", "C", "H", "H", "H", "H", "H", "H", "H", "H", "H", "H", "H"],
  "xyz": [[-3.6060, -0.8759, 0.4113], [-0.4924, 0.6190, 0.7425], [2.0059, -1.3542, 1.7257], [2.2687, -2.1505, -0.7696], [2.1414, -1.6969, 0.5722], [-1.5117, 2.5611, -0.4110], [-0.4931, 1.5190, -0.1650], [1.3519, -1.9605, -1.3560], [-1.2144, 0.4765, 1.3392], [0.2899, 1.5631, -0.8526], [-2.5494, 2.2609, -0.0184], [-1.0036, 3.4114, -0.0576], [-1.6346, 2.6434, -1.4111], [0.2550, -0.0751, 0.8019], [-3.6537, -1.0791, -1.0693], [2.5864, -3.2592, -0.7741], [2.1141, -0.9340, 2.6798], [3.1456, -1.6692, -1.3880]],
  "atomic_forces_ev_per_a": [[-0.2, 0.3, 2.9], [2.9, 0.5, -2.5], [0.3, -0.1, -1.6], [2.1, -1.2, -2.6], [-0.2, 0.8, 1.7], [-1.6, -3.0, 3.0], [-1.6, -0.1, 0.5], [0.4, -0.5, 0.2], [-2.9, -0.2, 2.2], [1.7, -0.3, -0.7], [1.7, 1.0, 0.1], [-0.1, 1.7, 0.7], [-0.1, 0.5, -3.4], [0.4, -0.1, 0.1], [-0.1, -0.4, -2.9], [-1.0, 1.5, -0.1], [-0.1, 0.1, 0.8], [-1.6, -0.5, 1.5]],
  "lowdin_charge": [0.62, 0.24, 0.10, -0.13, -0.23, 0.00, -0.07, 0.08, 0.02, 0.14, 0.11, 0.10, 0.06, 0.09, -0.41, 0.12, 0.03, 0.13],
  "lumo_energy_ev": -4.47,
  "max_force_ev_per_a": 4.59,
  "orbital_gap_ha": 0.331,
  "homo_ev": -13.48,
  "de_lowest_ev": 2.7897,
  "total_charge": 1
}